No. 1
Computed, not measured: a cluster of 18 separate species, C28H99N7O18 in total at a distorted geometry, with the ωB97M-V functional and the def2-TZVPD basis.

Structure (XYZ):
```
152
C28H99N7O18, DFT the ωB97M-V functional and the def2-TZVPD basis
C 8.33020 -20.36771 -15.45258
C 7.79216 -21.35934 -16.50000
C 6.80151 -22.47002 -15.89421
O 6.25070 -23.21348 -16.98796
C 5.23051 -24.23832 -16.67633
N 6.98784 -20.55119 -17.43715
H 9.26252 -19.82324 -15.60227
H 8.52814 -20.93426 -14.54267
H 7.49422 -19.71334 -15.20553
H 8.56943 -21.72863 -17.16903
H 6.08515 -21.94091 -15.26575
H 7.43073 -23.18489 -15.36399
H 4.84769 -24.67395 -17.59923
H 4.37061 -23.75940 -16.20803
H 5.67625 -24.93596 -15.96729
H 6.62156 -19.70441 -17.02618
H 6.21349 -21.19360 -17.34883
C 6.54776 -21.29400 -22.05289
C 7.37198 -22.68604 -22.12442
C 8.18375 -22.81982 -23.39621
O 7.46788 -22.76121 -24.57379
C 6.79270 -23.98535 -24.89649
N 8.25842 -22.71423 -20.94472
H 5.98911 -21.14617 -22.97711
H 7.11312 -20.36960 -21.93476
H 5.74248 -21.42516 -21.33011
H 6.70173 -23.53822 -22.01194
H 9.00257 -23.53916 -23.38245
H 8.81896 -21.93429 -23.37523
H 7.10551 -24.83716 -24.29261
H 6.84152 -24.30563 -25.93722
H 5.78333 -23.89268 -24.49561
H 7.54471 -22.58472 -20.24190
H 8.56581 -23.67008 -20.83539
C 3.25454 -22.83263 -20.41940
C 2.05002 -21.90956 -19.90980
C 1.48335 -22.18874 -18.57283
O 0.73495 -23.39397 -18.51658
C 1.46799 -24.70294 -18.45860
N 2.47695 -20.49553 -19.96407
H 3.63951 -22.47624 -21.37485
H 2.99315 -23.88326 -20.54577
H 4.08018 -22.76770 -19.71073
H 1.19806 -22.01426 -20.58159
H 0.92876 -21.34347 -18.16532
H 2.32672 -22.15414 -17.88316
H 2.51471 -24.66043 -18.15752
H 1.57953 -25.08853 -19.47201
H 1.04422 -25.46515 -17.80471
H 2.72391 -20.45052 -20.94237
H 1.69465 -19.87502 -19.81212
C 6.12406 -26.82472 -19.93627
C 5.50606 -27.49223 -21.13024
C 4.64407 -26.52835 -22.02850
O 3.53670 -27.15082 -22.64503
C 2.90530 -26.43028 -23.71451
N 6.62912 -28.19836 -21.83292
H 5.35841 -26.35827 -19.31635
H 6.94698 -26.11405 -20.01260
H 6.58816 -27.62782 -19.36379
H 4.85973 -28.27929 -20.74179
H 5.33838 -25.94158 -22.62994
H 4.14453 -25.76712 -21.42928
H 3.65041 -26.03501 -24.40493
H 2.29418 -25.63956 -23.27931
H 2.31275 -27.15935 -24.26716
H 7.19266 -28.80502 -21.25456
H 6.40194 -28.74161 -22.65352
C 0.99735 -16.47297 -23.92334
C 1.16297 -16.96263 -22.44458
C 0.83703 -15.73975 -21.51908
O 0.60874 -16.15517 -20.10193
C 0.37976 -15.12492 -19.17647
N 0.22217 -18.06450 -22.24179
H 1.48656 -15.56563 -24.27761
H -0.03343 -16.13453 -24.02840
H 1.27860 -17.29691 -24.57918
H 2.20550 -17.27978 -22.41944
H -0.10985 -15.36939 -21.91196
H 1.58476 -14.94669 -21.52653
H 1.26715 -14.54053 -18.93330
H -0.07752 -15.56289 -18.28923
H -0.30102 -14.35676 -19.54331
H 0.15342 -18.17179 -21.23985
H -0.67823 -17.71748 -22.54004
C -1.95520 -21.02641 -21.67361
C -2.27832 -22.22356 -22.60425
C -1.22921 -22.58019 -23.58955
O -1.74393 -23.61194 -24.41598
C -0.62390 -24.10681 -25.21439
N -2.44460 -23.33499 -21.62467
H -1.09293 -21.11333 -21.01253
H -2.86500 -20.73598 -21.14824
H -1.58958 -20.13849 -22.18939
H -3.27813 -22.15523 -23.03299
H -0.29498 -22.87251 -23.11011
H -0.99114 -21.76284 -24.27026
H -0.19923 -23.50842 -26.02042
H -1.09702 -24.88800 -25.80938
H 0.17479 -24.71476 -24.78946
H -2.43382 -24.05873 -22.32907
H -1.51381 -23.47247 -21.25746
C 3.95374 -19.13233 -24.26506
C 2.87416 -20.18993 -24.21157
C 3.27591 -21.57201 -24.71099
O 3.58837 -21.59617 -26.06783
C 3.56147 -22.88053 -26.70421
N 2.35016 -20.26925 -22.86282
H 4.91678 -19.49516 -23.90587
H 3.73172 -18.33046 -23.56092
H 4.22588 -18.65715 -25.20752
H 2.07540 -19.81037 -24.84876
H 2.44107 -22.24818 -24.52683
H 4.09512 -22.02674 -24.15403
H 4.60538 -23.13195 -26.89170
H 3.10046 -22.84400 -27.69125
H 3.08632 -23.67351 -26.12672
H 2.05633 -19.34696 -22.57446
H 1.52504 -20.81113 -22.64917
O -0.92133 -27.61119 -18.73242
H 0.02715 -27.65280 -18.61043
H -1.25331 -28.39980 -18.30333
O 2.35126 -18.16848 -17.97753
H 1.96327 -18.16680 -18.85258
H 2.41182 -17.24318 -17.74010
O 4.38903 -17.83442 -20.06386
H 4.16373 -18.76211 -20.13359
H 5.03523 -17.79674 -19.35870
O 2.80321 -22.12444 -14.57139
H 3.18072 -21.47651 -15.16627
H 3.53422 -22.39470 -14.01569
O 0.22659 -18.72017 -16.10056
H 0.84175 -18.65934 -16.83138
H 0.54455 -19.45783 -15.57999
O 3.85996 -20.50320 -17.17544
H 3.81957 -20.89526 -18.04773
H 3.26744 -19.75288 -17.22189
O 0.04705 -18.86354 -19.44920
H -0.62056 -19.19027 -18.84606
H 0.12572 -17.93305 -19.23892
O -1.09315 -25.69325 -15.86286
H -1.65933 -26.04636 -15.17657
H -1.68627 -25.50544 -16.59029
O -2.13416 -23.70417 -18.54389
H -1.18419 -23.58678 -18.54800
H -2.47228 -22.94121 -19.01270
O 1.79828 -27.67628 -20.68956
H 1.29406 -28.47318 -20.85369
H 2.51867 -27.71423 -21.31871
O -0.63600 -25.94082 -20.84317
H 0.24543 -26.25948 -21.03748
H -0.85944 -26.34821 -20.00631
```

Spin multiplicity = 2
Gap between HOMO and LUMO (alpha / beta) = 1.210 / 9.050 eV
Calculated total energy = -2863.51670 Eh
Total charge = -1

=====

No. 2
Computed, not measured: a structure of composition C29H16BrF7NO2PSc at a distorted geometry, with the ωB97M-V functional and the def2-TZVPD basis.

Structure (XYZ):
```
58
C29H16BrF7NO2PSc, DFT the ωB97M-V functional and the def2-TZVPD basis
Sc -0.46801 -0.47135 -0.11441
O -1.68257 3.14719 -0.52627
C -1.28830 2.03084 -0.72878
O -0.46629 1.34592 0.00473
C -1.71794 1.25347 -1.97975
C -2.72932 1.74700 -2.81287
C -3.05225 1.04066 -3.94085
C -2.31306 -0.11116 -4.26908
C -2.52687 -0.83938 -5.45822
C -1.79071 -1.95800 -5.73296
C -0.80252 -2.39434 -4.83261
C -0.55893 -1.70247 -3.67710
C -1.30631 -0.54969 -3.36378
N -1.04946 0.12501 -2.20832
H -3.22895 2.65600 -2.52102
H -3.85878 1.34677 -4.58918
H -3.28776 -0.48612 -6.13700
H -1.96153 -2.50787 -6.64639
H -0.23022 -3.27951 -5.06625
H 0.21546 -2.00969 -2.97951
F 4.57809 -3.50269 4.44261
C 3.85638 -3.25985 3.36401
C 3.69629 -4.24011 2.38505
F 4.27014 -5.42650 2.51145
C 2.93051 -3.96048 1.25701
F 2.81878 -4.89178 0.31123
C 2.29889 -2.73194 1.07259
P 1.25447 -2.41750 -0.41931
C 0.43139 -4.01206 -0.67781
C 0.34028 -4.60211 -1.93343
C -0.45185 -5.72205 -2.10616
C -1.15894 -6.25011 -1.03859
C -1.05995 -5.66795 0.21744
C -0.27081 -4.54883 0.40306
C 2.51812 -2.13023 -1.69050
C 3.31767 -3.12941 -2.23793
C 4.25273 -2.79809 -3.20297
C 4.40083 -1.48115 -3.61013
C 3.60018 -0.48360 -3.06954
C 2.65404 -0.80468 -2.11324
C 2.49153 -1.75533 2.05233
Br 1.76669 0.01905 1.86758
C 3.25891 -2.01129 3.18408
F 3.41894 -1.05918 4.08834
H 0.88772 -4.18815 -2.76869
H -0.51975 -6.17776 -3.07932
H -1.79866 -7.10674 -1.18570
H -1.60376 -6.07881 1.05404
H -0.20545 -4.08234 1.38148
H 3.20561 -4.15270 -1.91698
H 4.86126 -3.57650 -3.63813
H 5.14264 -1.23459 -4.35420
H 3.71073 0.53846 -3.40033
H 2.00921 -0.02542 -1.68635
F -2.11197 -1.47120 -0.14201
C -2.18936 -0.81713 1.42273
F -3.12094 -1.56105 1.93096
F -0.97731 -1.49563 1.79502
```

Gap between HOMO and LUMO = 8.448 eV
Calculated total energy = -5694.96075 Eh
Total charge = +1